(1)
C13H12CoN7Se2Te2 as an isolated structure, computed with the ωB97M-V functional and the def2-TZVPD basis.

The geometry in XYZ format:
```
37
Properties=species:S:1:pos:R:3:nbo_charge:R:1
Co -1.04 0.36 0.44 1.142
C 4.06 -2.35 -0.19 -0.210
C 2.83 -2.72 0.34 -0.201
C 1.80 -1.80 0.42 -0.239
C 1.98 -0.49 -0.02 0.184
C 3.24 -0.12 -0.53 -0.227
C 4.26 -1.05 -0.61 -0.206
N 1.00 0.47 0.10 -0.366
N 1.34 1.67 -0.26 -0.115
C 0.40 2.62 -0.19 -0.033
C 0.74 3.96 -0.41 -0.147
C -0.25 4.92 -0.43 -0.256
C -1.56 4.57 -0.16 -0.162
C -1.89 3.26 0.14 -0.286
C -0.95 2.25 0.07 -0.318
H 4.86 -3.08 -0.26 0.213
H 2.68 -3.73 0.69 0.213
H 0.86 -2.10 0.85 0.209
H 3.39 0.90 -0.83 0.241
H 5.22 -0.73 -0.99 0.214
H 1.78 4.22 -0.56 0.214
H 0.01 5.95 -0.64 0.213
H -2.33 5.33 -0.18 0.208
H -2.93 3.04 0.36 0.203
Se -3.86 0.33 -0.61 -0.388
Te -5.09 0.79 1.45 0.284
Te -3.26 1.84 3.21 0.133
Se -1.16 0.63 2.76 -0.593
N -1.53 -4.44 -1.62 -0.606
N -1.66 -3.42 -0.75 0.189
N -2.25 -3.57 0.41 -0.263
C -2.09 -2.38 0.96 0.155
N -1.42 -1.56 0.14 -0.407
N -1.16 -2.24 -0.95 -0.044
H -2.30 -5.09 -1.57 0.401
H -1.29 -4.12 -2.55 0.401
H -2.44 -2.13 1.94 0.250
```

Properties
energy above the lowest of the compared OMol25 structures with the same formula, charge and spin = 9.1 kcal per mole
⟨S²⟩ = 6.035
spin multiplicity = 5

(2)
A 3-piece molecular cluster, C27H45Cl2N3O13P overall, computed with the ωB97M-V functional and the def2-TZVPD basis.

The geometry in XYZ format:
```
91
Properties=species:S:1:pos:R:3:lowdin_charge:R:1
N -1.59 5.11 7.49 0.021
C -1.55 5.22 5.99 -0.181
N -1.17 3.95 5.26 -0.016
C -0.14 3.77 4.32 0.070
C 0.87 4.97 3.83 -0.006
C 2.39 4.49 3.45 -0.237
O 2.67 4.07 2.19 -0.038
C 3.64 4.53 4.51 -0.093
C 4.54 3.26 5.02 -0.011
C 5.83 3.39 6.07 -0.024
C 6.27 4.90 6.65 -0.036
C 5.34 6.18 6.17 -0.050
C 4.05 6.03 5.12 -0.015
C -0.31 2.20 3.90 -0.537
Cl 1.03 1.34 2.94 0.771
O -1.45 2.28 2.92 -0.146
N -1.22 1.49 1.86 -0.074
O -2.13 1.79 1.07 0.058
C -0.99 1.44 5.20 -0.327
C -1.99 0.16 4.95 -0.116
C -2.95 -0.21 6.25 -0.551
O -2.51 -0.58 7.46 -0.056
Cl -4.83 -0.14 6.07 0.564
P 0.32 0.89 6.49 0.797
O 0.40 -0.72 6.57 -0.341
O 0.01 1.47 8.11 -0.185
O 1.97 1.39 6.07 -0.239
C -2.01 2.70 5.59 -0.047
H -1.13 4.24 7.84 0.074
H -2.61 5.12 7.75 0.100
H -2.66 5.48 5.64 0.172
H -0.90 6.16 5.69 0.144
H 0.44 5.51 2.86 0.176
H 0.99 5.82 4.66 0.136
H 4.31 2.18 4.64 0.084
H 6.44 2.42 6.39 0.097
H 7.20 4.97 7.36 0.094
H 5.65 7.26 6.57 0.095
H 3.46 7.01 4.82 0.094
H -2.75 0.32 4.04 0.137
H -1.39 -0.83 4.67 0.164
H -0.96 1.35 8.35 0.088
H 2.31 0.63 5.48 0.084
H -2.05 2.57 6.77 0.134
H -3.05 2.64 5.01 0.185
C -2.01 -4.56 -3.78 -0.100
O -2.68 -3.48 -3.15 -0.208
C -3.51 -3.88 -2.06 -0.182
C -3.37 -2.93 -0.87 -0.172
O -2.10 -2.97 -0.21 -0.130
C -0.97 -2.47 -0.95 -0.166
C -1.00 -0.97 -1.24 -0.180
O -1.99 -0.65 -2.21 -0.200
C -2.72 0.52 -1.90 -0.115
H -2.68 -5.06 -4.49 0.090
H -1.15 -4.15 -4.33 0.083
H -1.63 -5.27 -3.05 0.088
H -3.28 -4.90 -1.74 0.121
H -4.55 -3.87 -2.42 0.125
H -4.10 -3.24 -0.12 0.125
H -3.63 -1.91 -1.14 0.107
H -0.81 -3.06 -1.85 0.110
H -0.10 -2.67 -0.31 0.125
H -0.03 -0.66 -1.65 0.126
H -1.16 -0.42 -0.30 0.097
H -3.00 0.56 -0.84 0.059
H -3.65 0.51 -2.49 0.094
H -2.14 1.41 -2.17 0.090
C 0.93 -6.50 -9.20 -0.111
O 1.30 -5.38 -8.42 -0.210
C 2.61 -4.89 -8.72 -0.185
C 2.62 -3.36 -8.78 -0.171
O 1.90 -2.78 -9.87 -0.125
C 0.47 -2.92 -9.86 -0.168
C -0.24 -2.17 -8.73 -0.181
O 0.01 -2.78 -7.46 -0.211
C 0.25 -1.84 -6.43 -0.119
H 1.36 -7.42 -8.79 0.086
H -0.17 -6.58 -9.18 0.089
H 1.23 -6.38 -10.25 0.087
H 2.97 -5.28 -9.67 0.120
H 3.28 -5.23 -7.93 0.123
H 3.66 -3.05 -8.91 0.127
H 2.30 -2.92 -7.83 0.107
H 0.19 -3.97 -9.89 0.108
H 0.13 -2.49 -10.81 0.128
H -1.32 -2.21 -8.90 0.125
H 0.07 -1.12 -8.74 0.121
H 0.92 -1.04 -6.76 0.085
H 0.74 -2.37 -5.61 0.085
H -0.70 -1.42 -6.07 0.089
```

Properties
total charge = +1
calculated total energy = -94121.5765 eV

(3)
A 2-piece molecular cluster, C19H37F3IN4O3P overall, computed with the ωB97M-V functional and the def2-TZVPD basis.

The geometry in XYZ format:
```
68
Properties=species:S:1:pos:R:3:nbo_charge:R:1
C 6.48 4.47 0.46 -0.208
C 5.82 3.48 0.62 -0.036
C 4.99 2.29 0.79 -0.307
N 5.60 1.05 0.31 -0.607
C 5.78 0.92 -1.13 0.039
C 4.61 1.42 -2.00 -0.088
O 3.37 0.96 -1.51 -0.556
C 2.73 -0.08 -2.26 -0.069
C 1.23 0.22 -2.35 -0.415
C 0.39 -0.59 -1.36 -0.212
C 0.55 -0.09 0.10 -0.626
C 0.58 -2.11 -1.49 -0.617
C 5.89 -0.62 -1.40 -0.536
C 7.00 -1.33 -0.65 0.530
O 8.10 -1.49 -1.02 -0.476
I 6.44 -2.16 1.30 -0.028
C 7.11 1.53 -1.65 0.963
F 8.02 1.62 -0.68 -0.303
F 6.93 2.77 -2.15 -0.327
F 7.64 0.81 -2.65 -0.325
H 6.89 5.44 0.34 0.235
H 4.88 2.17 1.88 0.238
H 3.98 2.49 0.41 0.215
H 5.02 0.28 0.60 0.381
H 4.79 1.18 -3.05 0.190
H 4.59 2.51 -1.93 0.211
H 2.90 -1.03 -1.76 0.173
H 3.13 -0.14 -3.28 0.176
H 0.88 -0.02 -3.36 0.205
H 1.08 1.28 -2.13 0.225
H -0.65 -0.40 -1.63 0.199
H 0.99 -0.85 0.74 0.202
H 1.16 0.81 0.12 0.215
H -0.42 0.18 0.51 0.223
H -0.37 -2.60 -1.28 0.213
H 0.84 -2.39 -2.51 0.205
H 1.32 -2.49 -0.79 0.204
H 5.93 -0.84 -2.46 0.258
H 4.96 -1.05 -1.02 0.237
C -7.19 0.78 1.09 -0.394
N -5.94 0.46 0.42 -0.827
C -5.76 1.10 -0.87 -0.411
P -4.51 -0.13 1.13 2.346
O -3.70 1.10 1.39 -1.021
N -4.60 -0.73 2.77 -0.811
C -5.82 -0.74 3.56 -0.405
C -3.47 -0.35 3.61 -0.396
N -4.68 -1.66 0.47 -0.785
C -5.93 -2.33 0.17 -0.386
C -3.51 -2.53 0.56 -0.412
H -8.01 0.72 0.37 0.192
H -7.19 1.77 1.54 0.181
H -7.43 0.05 1.86 0.203
H -5.85 0.37 -1.69 0.179
H -4.78 1.58 -0.94 0.215
H -6.51 1.88 -1.02 0.204
H -6.33 0.23 3.59 0.176
H -5.59 -1.01 4.59 0.203
H -6.53 -1.51 3.21 0.189
H -3.57 0.65 4.05 0.180
H -2.54 -0.37 3.05 0.207
H -3.37 -1.08 4.43 0.185
H -6.60 -2.38 1.03 0.185
H -5.72 -3.35 -0.15 0.204
H -6.46 -1.85 -0.65 0.209
H -3.51 -3.13 1.48 0.191
H -2.59 -1.94 0.55 0.203
H -3.46 -3.21 -0.30 0.197
```

Properties
SMILES string = C#CCN[C@](COCCC(C)C)(CC(=O)I)C(F)(F)F.CN(C)P(=O)(N(C)C)N(C)C
calculated total energy = -57944.6772 eV

(4)
C16H48BaNO11 as an isolated structure, computed with the ωB97M-V functional and the def2-TZVPD basis.

The geometry in XYZ format:
```
77
Properties=species:S:1:pos:R:3:lowdin_charge:R:1
Ba 5.67 11.16 -0.74 1.991
N 2.88 9.27 -2.55 -0.494
O 3.53 10.15 -1.91 -0.296
O 3.49 8.24 -2.87 -0.008
O 1.74 9.51 -2.92 0.058
C 7.04 7.44 -6.04 -0.083
C 5.76 7.16 -5.26 -0.302
O 5.85 7.77 -3.97 -0.112
H 7.92 7.22 -5.44 0.074
H 7.15 8.42 -6.48 0.069
H 7.05 6.71 -6.85 0.077
H 5.68 6.08 -5.15 0.092
H 4.88 7.56 -5.75 0.111
H 4.97 7.96 -3.60 -0.008
C 5.26 3.60 -3.30 -0.090
C 4.45 4.70 -2.68 -0.308
O 3.71 5.33 -3.74 -0.094
H 5.85 3.04 -2.57 0.077
H 6.02 4.00 -3.99 0.068
H 4.67 2.88 -3.86 0.082
H 5.09 5.47 -2.26 0.100
H 3.78 4.24 -1.94 0.107
H 3.61 6.27 -3.55 0.028
C -1.33 5.93 -2.36 -0.074
C -0.09 6.72 -2.01 -0.285
O -0.48 8.01 -1.48 -0.102
H -1.83 5.55 -1.47 0.075
H -1.08 5.02 -2.93 0.079
H -2.04 6.47 -2.98 0.079
H 0.54 6.94 -2.88 0.093
H 0.63 6.19 -1.37 0.109
H -0.27 8.63 -2.19 0.059
C 0.24 8.26 2.89 -0.085
C 0.22 8.11 1.39 -0.297
O 0.73 9.35 0.85 -0.106
H -0.40 7.56 3.43 0.079
H -0.04 9.21 3.36 0.078
H 1.27 8.13 3.25 0.060
H -0.78 7.85 1.04 0.112
H 0.87 7.29 1.07 0.100
H 0.66 9.21 -0.11 0.060
C 4.09 10.52 3.33 -0.052
C 3.41 11.39 2.26 -0.275
O 3.45 10.94 0.89 -0.284
H 4.05 11.04 4.29 0.088
H 5.15 10.47 3.10 0.059
H 3.53 9.60 3.38 0.075
H 3.90 12.37 2.22 0.107
H 2.38 11.64 2.49 0.127
H 2.69 10.37 0.68 0.059
C 4.06 7.44 0.36 -0.055
C 5.24 7.66 1.31 -0.268
O 5.80 8.95 1.08 -0.244
H 4.47 7.42 -0.65 0.061
H 3.28 8.19 0.49 0.056
H 3.58 6.47 0.52 0.094
H 5.96 6.91 0.97 0.121
H 4.99 7.37 2.34 0.124
H 6.65 8.98 1.55 0.094
C 1.39 8.13 -6.14 -0.073
C 0.57 9.42 -6.36 -0.277
O -0.26 9.70 -5.23 -0.097
H 2.41 8.24 -5.77 0.048
H 1.44 7.67 -7.13 0.072
H 0.82 7.43 -5.53 0.071
H 0.05 9.37 -7.30 0.109
H 1.26 10.28 -6.38 0.098
H 0.28 9.71 -4.44 0.020
C 1.29 13.78 -3.17 -0.078
C 2.14 13.06 -4.19 -0.288
O 3.35 12.58 -3.60 -0.115
H 0.98 13.08 -2.39 0.072
H 0.43 14.34 -3.55 0.079
H 1.86 14.53 -2.61 0.072
H 2.39 13.69 -5.05 0.116
H 1.62 12.19 -4.59 0.099
H 3.12 11.89 -2.97 0.010
```

Properties
energy above the lowest of the compared OMol25 structures with the same formula, charge and spin = 0.0 kcal per mole
total charge = +1

no.,molecular weight (g/mol)
1,738.341
2,721.545
3,584.402
4,567.884